Record 1
Molecular formula: C4H9NO
Method: DFT, the ωB97M-V functional and the def2-TZVPD basis

Values from the calculation:
* HOMO-LUMO gap: 10.81 eV
* SMILES: C[C@@H](O)[C@H]1CN1
* HOMO: -9.8 eV

Last column: natural (NBO) charge in e.
CARTESIAN COORDINATES (ANGSTROEM)
C 0.600 1.758 -0.453  -0.63
C 0.029 0.399 -0.841  0.09
O 1.024 -0.447 -1.374  -0.71
C -0.636 -0.238 0.366  -0.11
C -0.820 -1.690 0.509  -0.26
N 0.247 -0.998 1.254  -0.62
H 1.107 2.228 -1.301  0.22
H -0.186 2.433 -0.093  0.21
H 1.322 1.614 0.359  0.21
H -0.715 0.517 -1.639  0.18
H 1.611 -0.652 -0.629  0.48
H -1.388 0.394 0.840  0.20
H -0.417 -2.395 -0.219  0.21
H -1.705 -2.013 1.045  0.19
H -0.002 -0.878 2.233  0.36

Record 2
Molecular formula: C4H9NO2
Method: DFT, the ωB97M-V functional and the def2-TZVPD basis

Values from the calculation:
* HOMO-LUMO gap (spin up / spin down): 7.00 / 5.48 eV
* 2S+1: 2
* HOMO (spin up / spin down): -3.0 / -2.9 eV
* net charge: -1

Last column: Mulliken spin population.
CARTESIAN COORDINATES (ANGSTROEM)
C -0.137 1.175 1.724  0.01
C -0.557 -0.139 1.053  -0.02
N -1.162 0.106 -0.275  0.52
C -0.404 -0.568 -1.276  0.05
C -0.062 0.911 -1.384  0.03
O 1.054 -2.502 0.625  0.01
O 1.043 1.393 -1.175  0.32
H -0.893 1.933 1.474  0.00
H 0.768 1.518 1.235  0.00
H -0.026 1.151 2.808  0.00
H 0.380 -0.689 0.847  0.01
H -1.128 -0.850 1.653  0.04
H 1.774 -3.130 0.489  0.00
H -1.089 -1.018 -1.996  0.03
H 0.447 -1.193 -1.008  0.00
H -0.757 1.506 -1.988  0.01

Record 3
Molecular formula: C4H9NO2
Method: DFT, the ωB97M-V functional and the def2-TZVPD basis

Values from the calculation:
* HOMO-LUMO gap: 9.82 eV
* SMILES: C#COO.CNC
* HOMO: -9.1 eV

Last column: natural (NBO) charge in e.
CARTESIAN COORDINATES (ANGSTROEM)
C 2.500 -1.593 -0.856  -0.41
C 2.418 -0.575 -0.199  0.31
O 2.126 0.302 0.721  -0.28
O 1.697 1.387 -0.146  -0.47
H 2.870 -2.281 -1.561  0.23
H 0.610 1.137 0.069  0.47
C -1.421 0.403 -0.986  -0.42
N -0.852 0.763 0.312  -0.61
C -0.986 -0.316 1.296  -0.42
H -0.858 -0.448 -1.364  0.21
H -2.485 0.159 -0.915  0.18
H -1.285 1.231 -1.676  0.21
H -1.331 1.591 0.666  0.37
H -2.021 -0.655 1.408  0.18
H -0.619 0.045 2.258  0.21
H -0.364 -1.150 0.973  0.22

Record 4
Molecular formula: C4H9NO2
Method: DFT, the ωB97M-V functional and the def2-TZVPD basis

Values from the calculation:
* HOMO-LUMO gap (spin up / spin down): 7.87 / 9.01 eV
* HOMO (spin up / spin down): -8.4 / -8.7 eV

Last column: natural (NBO) charge in e.
CARTESIAN COORDINATES (ANGSTROEM)
C -0.513 0.632 0.376  0.00
C 1.945 0.889 -0.014  -0.61
C -1.857 -1.009 -1.318  -0.45
C 0.709 0.743 1.103  -0.04
N -0.928 -1.060 -0.278  0.05
O -0.715 -1.994 0.537  -0.41
O 0.958 -0.206 2.079  -0.68
H -0.854 1.253 -0.520  0.18
H 1.539 0.705 -1.012  0.20
H 2.259 1.850 0.042  0.20
H 2.820 0.201 0.111  0.23
H -2.097 0.028 -1.448  0.21
H -1.440 -1.448 -2.198  0.22
H -2.896 -1.423 -0.964  0.21
H 0.708 1.696 1.570  0.20
H 0.363 -0.856 1.934  0.48

Record 5
Molecular formula: C4H9NO2
Method: DFT, the ωB97M-V functional and the def2-TZVPD basis

Values from the calculation:
* HOMO-LUMO gap: 10.65 eV
* SMILES: C[C@H](N)CC(=O)O
* HOMO: -10.0 eV

Last column: natural (NBO) charge in e.
CARTESIAN COORDINATES (ANGSTROEM)
C 0.285 1.439 -0.422  -0.63
C -0.567 0.127 -0.623  -0.05
N -1.524 0.105 0.456  -0.84
C 0.376 -1.015 -0.529  -0.54
C 1.308 -1.101 0.713  0.80
O 2.432 -1.523 0.738  -0.57
O 0.743 -0.545 1.848  -0.73
H 0.757 1.479 0.535  0.22
H -0.299 2.350 -0.445  0.21
H 1.109 1.485 -1.193  0.22
H -1.029 0.124 -1.658  0.19
H -2.050 0.927 0.568  0.38
H -2.199 -0.631 0.340  0.37
H 0.983 -1.127 -1.403  0.24
H -0.174 -1.976 -0.490  0.23
H -0.152 -0.118 1.566  0.50

Record 6
Molecular formula: C4H9NO2
Method: DFT, the ωB97M-V functional and the def2-TZVPD basis

Values from the calculation:
* HOMO-LUMO gap (spin up / spin down): 8.74 / 8.74 eV
* HOMO (spin up / spin down): -8.8 / -8.8 eV

Last column: natural (NBO) charge in e.
CARTESIAN COORDINATES (ANGSTROEM)
C -1.713 -1.038 -0.225  -0.24
O -1.300 -0.068 0.716  -0.54
C -0.008 -0.258 1.244  -0.12
C 1.104 0.511 0.564  0.13
N 2.121 -0.111 -0.125  -0.05
O 1.475 -0.950 -0.876  -0.42
C 0.846 1.698 -0.116  -0.44
H -2.797 -0.935 -0.321  0.19
H -1.251 -0.893 -1.210  0.17
H -1.479 -2.055 0.121  0.17
H 0.265 -1.320 1.287  0.20
H -0.050 0.125 2.273  0.21
H 0.731 -0.078 -1.516  0.23
H -0.070 2.255 0.061  0.24
H 0.440 0.890 -1.311  0.03
H 1.686 2.228 -0.564  0.25

Record 7
Molecular formula: C4H9NO2
Method: DFT, the ωB97M-V functional and the def2-TZVPD basis

Values from the calculation:
* HOMO-LUMO gap: 10.62 eV
* SMILES: [H]/N=C/OCCOC
* HOMO: -9.6 eV

Last column: natural (NBO) charge in e.
CARTESIAN COORDINATES (ANGSTROEM)
H 1.488 -0.868 1.845  0.36
N 1.475 -0.614 0.885  -0.74
C 2.516 -0.208 0.306  0.41
O 2.309 0.103 -0.969  -0.52
C 0.759 -0.269 -1.249  -0.09
C -0.528 0.355 -0.627  -0.08
O -1.154 -0.387 0.398  -0.53
C -2.327 0.234 0.874  -0.25
H 3.523 -0.096 0.734  0.17
H 0.844 0.121 -2.247  0.19
H 0.639 -1.361 -1.235  0.22
H -0.337 1.386 -0.301  0.18
H -1.250 0.420 -1.470  0.17
H -2.127 1.239 1.282  0.16
H -3.101 0.333 0.094  0.16
H -2.731 -0.389 1.679  0.20

Record 8
Molecular formula: C4H9NO2
Method: DFT, the ωB97M-V functional and the def2-TZVPD basis

Values from the calculation:
* HOMO-LUMO gap: 8.26 eV
* SMILES: C=C(C)N(O)CO
* HOMO: -7.6 eV

Last column: natural (NBO) charge in e.
CARTESIAN COORDINATES (ANGSTROEM)
C 0.181 -1.348 -0.897  -0.60
C 0.614 -0.394 -0.034  0.19
C 1.953 -0.440 0.646  -0.64
N -0.191 0.669 0.227  -0.20
O 0.126 1.433 1.373  -0.55
C -1.651 0.758 -0.677  0.13
O -2.693 0.109 -0.068  -0.72
H 0.887 -2.036 -1.335  0.20
H -0.861 -1.533 -1.086  0.20
H 2.552 -1.247 0.229  0.22
H 2.495 0.498 0.524  0.21
H 1.820 -0.610 1.714  0.23
H 0.447 2.289 1.052  0.47
H -1.763 1.837 -0.606  0.16
H -1.554 0.451 -1.722  0.20
H -2.364 -0.436 0.660  0.50

Record 9
Molecular formula: C4H9NO2
Method: DFT, the ωB97M-V functional and the def2-TZVPD basis

Values from the calculation:
* HOMO-LUMO gap: 10.72 eV
* SMILES: COCCNC=O
* HOMO: -9.8 eV

Last column: natural (NBO) charge in e.
CARTESIAN COORDINATES (ANGSTROEM)
C -1.876 0.619 1.101  -0.25
O -1.248 -0.329 0.230  -0.57
C -0.577 0.065 -0.978  -0.07
C 0.759 -0.824 -1.192  -0.26
N 1.545 -0.981 0.030  -0.62
C 1.854 0.226 0.591  0.52
O 1.867 1.277 -0.024  -0.61
H -1.228 1.448 1.435  0.18
H -2.825 1.056 0.739  0.17
H -2.139 0.053 2.004  0.19
H -0.421 1.156 -0.875  0.20
H -1.251 -0.024 -1.854  0.18
H 1.469 -0.341 -1.878  0.23
H 0.666 -1.846 -1.616  0.21
H 1.336 -1.781 0.622  0.40
H 2.069 0.224 1.665  0.12

Record 10
Molecular formula: C4H9NO2
Method: DFT, the ωB97M-V functional and the def2-TZVPD basis

Values from the calculation:
* HOMO-LUMO gap: 7.57 eV
* HOMO: -7.1 eV

Last column: natural (NBO) charge in e.
CARTESIAN COORDINATES (ANGSTROEM)
C -1.073 -0.038 -1.275  -0.89
C -0.617 0.787 -0.094  0.09
O -1.537 1.501 0.717  -0.73
C 0.068 -0.292 0.730  -0.52
C 0.996 -0.814 -0.321  0.78
O 0.870 -2.020 -0.835  -0.73
N 2.117 -0.113 -0.535  -0.79
H -2.018 -0.535 -0.992  0.19
H -0.073 -1.750 -1.188  0.54
H -1.248 0.543 -2.188  0.19
H 0.162 1.500 -0.432  0.12
H -1.935 2.158 0.133  0.47
H 0.610 -0.007 1.641  0.21
H -0.656 -1.081 0.956  0.24
H 3.028 -0.539 -0.614  0.42
H 2.070 0.869 -0.303  0.41

Record 11
Molecular formula: C4H9NO2
Method: DFT, the ωB97M-V functional and the def2-TZVPD basis

Values from the calculation:
* HOMO-LUMO gap: 9.33 eV
* HOMO: -8.8 eV

Last column: natural (NBO) charge in e.
CARTESIAN COORDINATES (ANGSTROEM)
C 0.131 -0.670 -1.479  -0.32
C -0.711 -0.990 0.188  -0.42
C -0.742 -0.528 1.640  -0.61
N 1.402 0.903 -0.189  -0.41
C 0.126 0.570 -0.676  0.57
O 1.883 2.133 -0.699  -0.55
O -0.727 1.458 -0.943  -0.67
H 1.077 2.635 -0.933  0.48
H 1.572 0.838 0.806  0.36
H 0.881 -1.447 -1.368  0.22
H -0.476 -0.617 -2.379  0.24
H -1.729 -0.971 -0.202  0.23
H -0.406 -2.039 0.209  0.22
H -1.112 0.492 1.712  0.23
H -1.412 -1.171 2.211  0.24
H 0.243 -0.596 2.102  0.20

Record 12
Molecular formula: C4H9NO2
Method: DFT, the ωB97M-V functional and the def2-TZVPD basis

Values from the calculation:
* HOMO-LUMO gap: 10.58 eV
* SMILES: COON=C(C)C
* HOMO: -9.6 eV

Last column: natural (NBO) charge in e.
CARTESIAN COORDINATES (ANGSTROEM)
C -0.276 -3.029 0.629  -0.27
O -0.972 -2.254 -0.318  -0.25
O -0.243 -1.083 -0.625  -0.17
N -0.806 0.041 0.039  -0.15
C -0.131 1.093 -0.120  0.24
C -0.608 2.372 0.476  -0.64
C 1.156 1.131 -0.978  -0.68
H -0.947 -3.864 0.855  0.20
H 0.665 -3.408 0.213  0.17
H -0.071 -2.454 1.540  0.18
H 0.178 2.792 1.106  0.22
H -0.820 3.084 -0.321  0.22
H -1.503 2.197 1.066  0.24
H 0.890 0.923 -2.014  0.24
H 1.630 2.100 -0.895  0.21
H 1.857 0.359 -0.654  0.24

Record 13
Molecular formula: C4H9NO2
Method: DFT, the ωB97M-V functional and the def2-TZVPD basis

Values from the calculation:
* HOMO-LUMO gap: 9.86 eV
* HOMO: -9.1 eV

Last column: natural (NBO) charge in e.
CARTESIAN COORDINATES (ANGSTROEM)
C 0.227 -0.689 1.713  -0.61
C 0.215 0.110 0.413  -0.10
C 1.135 -0.503 -0.649  -0.06
O 1.485 0.380 -1.675  -0.73
N -1.168 0.231 -0.085  -0.75
C -1.753 1.243 -1.204  0.36
O -0.982 1.743 -1.966  -0.58
H -0.482 -0.272 2.435  0.22
H 1.224 -0.680 2.163  0.22
H -0.049 -1.735 1.528  0.21
H 0.564 1.134 0.594  0.21
H 2.072 -0.803 -0.166  0.18
H 0.659 -1.426 -1.031  0.15
H 0.681 0.836 -1.984  0.49
H -1.691 -0.647 -0.110  0.39
H -2.138 1.079 0.024  0.38

Record 14
Molecular formula: C4H9NO2
Method: DFT, the ωB97M-V functional and the def2-TZVPD basis

Values from the calculation:
* HOMO-LUMO gap: 10.62 eV
* SMILES: CCN=C=O.CO
* HOMO: -10.0 eV

Last column: natural (NBO) charge in e.
CARTESIAN COORDINATES (ANGSTROEM)
C -1.877 0.885 0.704  -0.62
C -1.914 -0.554 0.207  -0.21
N -0.569 -1.073 -0.024  -0.59
C 0.291 -1.429 0.751  0.87
O 1.199 -1.793 1.398  -0.51
H -1.435 1.544 -0.048  0.22
H -2.891 1.232 0.927  0.22
H -1.282 0.959 1.620  0.21
H -2.422 -1.205 0.927  0.20
H -2.458 -0.624 -0.738  0.21
C 2.563 0.429 -0.974  -0.25
O 1.375 0.475 -1.733  -0.74
H 3.380 -0.018 -1.556  0.17
H 2.856 1.450 -0.705  0.17
H 2.470 -0.144 -0.042  0.17
H 0.724 -0.126 -1.353  0.48

Record 15
Molecular formula: C4H9NO2
Method: DFT, the ωB97M-V functional and the def2-TZVPD basis

Values from the calculation:
* HOMO-LUMO gap: 8.75 eV
* HOMO: -7.8 eV

Last column: natural (NBO) charge in e.
CARTESIAN COORDINATES (ANGSTROEM)
C -1.979 0.138 0.670  0.07
C 0.147 -1.726 -0.029  -0.68
C 1.345 1.652 -0.074  -0.27
C -0.209 -0.313 -0.349  0.59
N -2.687 0.815 -0.127  -0.69
O -0.388 0.133 -1.593  -0.69
O 0.591 0.543 0.521  -0.59
H -2.247 -0.576 1.516  0.16
H -0.664 -2.421 -0.209  0.23
H 0.947 -2.082 -0.816  0.22
H 0.518 -1.861 1.012  0.25
H 0.749 2.515 -0.279  0.17
H 1.690 1.174 -1.127  0.18
H 2.197 1.936 0.564  0.20
H -3.627 1.176 0.317  0.34
H -0.717 1.012 -1.573  0.50

Record 16
Molecular formula: C4H9NO2
Method: DFT, the ωB97M-V functional and the def2-TZVPD basis

Values from the calculation:
* HOMO-LUMO gap: 10.59 eV
* SMILES: COC/C(C)=N\O
* HOMO: -9.6 eV

Last column: natural (NBO) charge in e.
CARTESIAN COORDINATES (ANGSTROEM)
C -1.535 -1.462 0.218  -0.25
O -0.882 -0.721 1.221  -0.53
C 0.466 -0.453 0.912  -0.14
C 0.631 0.672 -0.088  0.19
C -0.415 1.743 -0.137  -0.65
N 1.641 0.806 -0.857  -0.14
O 2.570 -0.219 -0.680  -0.59
H -2.500 -1.780 0.622  0.20
H -1.707 -0.867 -0.692  0.16
H -0.950 -2.353 -0.058  0.17
H 0.973 -1.358 0.548  0.20
H 0.946 -0.158 1.853  0.21
H -0.539 2.193 0.854  0.23
H -1.392 1.342 -0.424  0.22
H -0.122 2.517 -0.848  0.23
H 3.235 -0.009 -1.347  0.48

Largest force on an atom (eV Å⁻¹)
0.47, 2.60, 2.95, 7.13, 2.74, 0.30, 1.92, 4.05, 1.10, 0.80, 5.21, 2.12, 0.99, 0.74, 6.01, 0.65
E_tot (eV)
-7830.4602, -9875.5601, -9873.1212, -9872.4813, -9879.3236, -9872.0749, -9876.5472, -9875.2108, -9878.0042, -9875.4077, -9874.0866, -9874.6525, -9875.5268, -9878.5084, -9875.1437, -9876.9047